{"formula": "C36H97N5O16", "method": "ωB97M-V/def2-TZVPD", "energy_ha": -2907.04755, "homo_ha": -0.30749, "mol_weight_g_mol": 856.2, "elements": ["C", "O", "C", "C", "N", "C", "C", "O", "C", "H", "H", "H", "H", "H", "H", "H", "H", "H", "H", "H", "H", "H", "H", "H", "C", "O", "C", "C", "N", "C", "C", "O", "C", "H", "H", "H", "H", "H", "H", "H", "H", "H", "H", "H", "H", "H", "H", "H", "C", "O", "C", "C", "N", "C", "C", "O", "C", "H", "H", "H", "H", "H", "H", "H", "H", "H", "H", "H", "H", "H", "H", "H", "C", "O", "C", "C", "N", "C", "C", "O", "C", "H", "H", "H", "H", "H", "H", "H", "H", "H", "H", "H", "H", "H", "H", "H", "C", "O", "C", "C", "N", "C", "C", "O", "C", "H", "H", "H", "H", "H", "H", "H", "H", "H", "H", "H", "H", "H", "H", "H", "O", "C", "C", "O", "H", "H", "H", "H", "H", "H", "C", "O", "H", "H", "H", "H", "C", "O", "H", "H", "H", "H", "C", "O", "H", "H", "H", "H", "C", "O", "H", "H", "H", "H"], "coordinates": [[-1.12035, 1.70900, -6.76508], [-0.47482, 1.75975, -5.51993], [-1.24133, 1.51158, -4.33316], [-0.38477, 1.51633, -3.12119], [0.08329, 2.81743, -2.77448], [0.91099, 2.88458, -1.60121], [0.46527, 4.18053, -0.79454], [1.38259, 4.53267, 0.21177], [1.18130, 5.78294, 0.75986], [-0.33767, 1.91279, -7.53331], [-1.92279, 2.47873, -6.83984], [-1.61993, 0.77147, -6.88003], [-1.75202, 0.53588, -4.38078], [-2.09763, 2.17694, -4.18175], [0.47089, 0.79491, -3.36573], [-0.86558, 1.09390, -2.25689], [0.48713, 3.28695, -3.58697], [1.99821, 2.85591, -1.84864], [0.68064, 1.99834, -1.05089], [-0.52027, 4.08448, -0.31968], [0.40977, 5.01915, -1.43529], [1.99063, 5.98447, 1.44307], [0.15995, 5.88136, 1.22674], [1.20225, 6.62706, -0.01350], [-4.48453, -3.83134, -3.69706], [-3.55663, -2.83844, -4.17422], [-2.69725, -3.40888, -5.20338], [-1.54524, -2.49727, -5.58506], [-0.56730, -2.37714, -4.47852], [0.64081, -1.69490, -4.99379], [1.70160, -1.65766, -3.86471], [1.76334, -3.06583, -3.34909], [2.46299, -3.22877, -2.09850], [-3.91543, -4.62971, -3.27571], [-5.05727, -4.13142, -4.55087], [-5.20912, -3.32954, -3.07048], [-3.25152, -3.72694, -6.09150], [-2.25586, -4.35575, -4.75225], [-1.84081, -1.40922, -5.69170], [-1.07641, -2.84374, -6.56955], [-0.31879, -3.28051, -4.03510], [0.52133, -0.61530, -5.20489], [0.97298, -2.16391, -5.94687], [1.38223, -1.03916, -3.08629], [2.70961, -1.23408, -4.09774], [3.57195, -3.12077, -2.26402], [2.25596, -4.25785, -1.80259], [2.17085, -2.53245, -1.32015], [1.07389, -3.95325, 2.40741], [2.44032, -3.85280, 2.73317], [3.12876, -3.97963, 1.42846], [4.59064, -3.61073, 1.57167], [4.61289, -2.28559, 2.10220], [5.90795, -1.87736, 2.45991], [6.02240, -0.40018, 2.66681], [5.20768, -0.04698, 3.80999], [4.97552, 1.32232, 4.09298], [0.78767, -5.00889, 2.16488], [0.90922, -3.35009, 1.54613], [0.53413, -3.58184, 3.27940], [2.59683, -3.27546, 0.80349], [3.05782, -4.97334, 1.06433], [4.99420, -3.62960, 0.54009], [5.18666, -4.45023, 2.07294], [3.91812, -2.20723, 2.84562], [6.59149, -2.09241, 1.64005], [6.27339, -2.45970, 3.32455], [5.71362, 0.16512, 1.76195], [7.10857, -0.15545, 2.94295], [4.12222, 1.76802, 3.56706], [5.87487, 1.91398, 3.93247], [4.76635, 1.48315, 5.16522], [-5.03958, 3.93249, -5.02089], [-4.68860, 3.15789, -3.94081], [-4.50756, 3.79254, -2.70017], [-3.98425, 2.72971, -1.83353], [-3.86695, 3.21428, -0.39515], [-3.20319, 2.21019, 0.51264], [-2.94247, 2.73559, 1.93949], [-1.69789, 3.43048, 1.85181], [-1.31397, 3.96178, 3.08630], [-6.10591, 4.21147, -4.98796], [-4.75363, 3.34573, -5.89284], [-4.48229, 4.87739, -5.06823], [-5.45455, 4.26678, -2.40384], [-3.73274, 4.63067, -2.71850], [-3.00230, 2.59385, -2.28230], [-4.72708, 1.88027, -1.80376], [-3.38068, 4.05852, -0.47264], [-2.29406, 1.78248, 0.12815], [-3.90383, 1.32409, 0.59605], [-2.96913, 1.94838, 2.66361], [-3.77470, 3.41119, 2.18147], [-1.41458, 3.17891, 3.83205], [-1.84350, 4.88118, 3.45191], [-0.25777, 4.22279, 3.12358], [3.49702, -0.05166, 10.26675], [2.98732, -0.69276, 9.13631], [3.08916, -0.16492, 7.88036], [2.14356, -0.81395, 6.89360], [2.46417, -0.28874, 5.57073], [1.75796, -1.00365, 4.54913], [1.79096, -0.26641, 3.24908], [0.83635, 0.82259, 3.25377], [1.18278, 1.93261, 2.30355], [4.57832, 0.15931, 10.29305], [3.37911, -0.83679, 11.00119], [2.96374, 0.84822, 10.56406], [4.17726, -0.30641, 7.47857], [2.94060, 0.85735, 7.80147], [1.11530, -0.50879, 7.15206], [2.25895, -1.91586, 6.93007], [3.45004, -0.36880, 5.42588], [0.68720, -0.98567, 4.87065], [2.05280, -2.07597, 4.36959], [1.56558, -0.95914, 2.42343], [2.74973, 0.18033, 3.00742], [0.95283, 1.63400, 1.24930], [2.26758, 2.00760, 2.28121], [0.61254, 2.82054, 2.41944], [-0.21122, -1.64177, -1.55863], [-1.16997, -1.14953, -0.54956], [-2.56947, -1.40695, -1.01819], [-2.82185, -0.85726, -2.29288], [-0.64275, -1.59840, -2.42871], [-0.94234, -1.62013, 0.38722], [-0.97773, -0.05632, -0.48095], [-3.34282, -0.98468, -0.36013], [-2.61424, -2.48147, -1.07401], [-3.00361, -1.52465, -2.96242], [-0.99919, -4.71164, -0.17774], [0.20580, -4.23376, -0.68004], [-1.74615, -3.92036, 0.01157], [-1.45293, -5.41065, -0.92988], [-0.76668, -5.23710, 0.77715], [0.03741, -3.38663, -1.17096], [-7.41010, 1.79471, -2.47667], [-7.08939, 1.40840, -3.81530], [-6.56058, 1.50995, -1.79233], [-7.55771, 2.85493, -2.34226], [-8.26960, 1.19068, -2.14177], [-6.32995, 1.92567, -4.11849], [4.05762, -0.02832, -0.91138], [3.00474, -0.11125, 0.00918], [4.38868, 1.00037, -1.11358], [4.93783, -0.64733, -0.53757], [3.84047, -0.45675, -1.93752], [3.41397, -0.29423, 0.86981], [-2.49150, -1.27335, 2.49466], [-1.75464, -0.18012, 1.95729], [-2.70946, -1.18221, 3.57768], [-3.46124, -1.27647, 1.94855], [-1.98326, -2.19665, 2.27619], [-1.02624, -0.00688, 2.58632]], "forces_ev_per_angstrom": [[-0.11, 1.34, 0.24], [0.50, 0.32, 1.07], [-1.52, -0.75, -0.65], [2.11, -1.12, -0.75], [-0.22, 1.10, -0.83], [-0.12, 1.61, 0.31], [0.51, -1.27, 0.38], [0.94, -0.96, 0.17], [-1.27, 1.61, -0.82], [-0.75, -0.37, 0.50], [0.48, -0.17, -0.01], [-0.17, -0.97, -0.45], [0.37, -0.17, -0.22], [0.21, 0.63, -0.46], [-0.69, 0.69, 0.38], [-0.65, -0.26, 0.11], [-0.11, -0.20, 0.42], [-0.53, 0.31, 0.44], [0.09, -0.53, 0.81], [-0.07, -0.50, -0.30], [-0.15, 0.86, -1.37], [0.02, -0.01, 0.48], [0.88, -0.17, -0.01], [0.08, -1.02, 0.56], [0.30, 1.67, -1.12], [0.55, -0.34, -0.85], [0.36, -0.69, 1.27], [0.43, 1.19, 0.54], [0.19, 0.02, -0.62], [1.06, 0.13, 0.83], [0.64, -2.86, -0.64], [0.50, 1.86, 0.06], [1.09, -0.24, -1.34], [-0.02, -0.75, 0.65], [-0.36, -0.79, -0.56], [0.27, -0.02, 0.67], [-0.32, 0.25, 0.13], [-0.32, 0.82, -0.56], [-0.31, -1.29, -0.50], [-0.53, 0.26, 1.15], [0.08, 0.72, -0.73], [-0.78, -0.43, -0.13], [0.21, 0.08, 0.59], [-0.90, 0.82, 1.36], [-0.53, -0.77, -0.56], [-0.79, -0.03, 0.10], [0.06, 0.24, 0.15], [-0.33, 0.23, -0.02], [-0.04, -0.88, 1.17], [1.04, -0.55, -1.57], [0.30, 0.66, 1.93], [-0.53, -1.25, -0.86], [-0.90, 0.01, -0.29], [1.14, 0.23, 0.52], [0.88, 1.27, 1.50], [-0.32, -0.22, -0.17], [0.45, 0.40, 0.44], [0.15, 0.74, 0.28], [-0.76, 0.53, -0.70], [-0.31, -0.17, -0.11], [0.26, 0.09, -0.64], [-0.46, -1.06, -0.41], [-0.05, 0.24, 0.26], [-0.70, 1.21, 0.17], [0.48, 0.00, -0.03], [0.08, -0.21, -0.23], [0.21, 0.40, 0.06], [0.13, -0.24, 0.42], [-1.29, -0.11, -0.61], [0.21, -0.24, -0.27], [0.16, 0.13, -0.42], [-0.05, -0.62, -0.34], [-0.08, 1.08, -0.65], [0.64, -0.75, 0.45], [-0.37, 2.04, -0.42], [-0.57, -0.44, 2.87], [-0.61, -2.46, -0.75], [-1.82, -0.24, 0.16], [-0.55, 0.94, -2.23], [-0.31, 0.28, 0.30], [0.05, 0.50, 1.17], [0.10, -0.24, -0.29], [-0.48, 0.14, -0.25], [0.13, -0.06, 0.10], [0.05, -0.20, 0.31], [-0.77, -0.75, -0.46], [0.15, -1.27, 0.25], [1.50, 0.50, -0.40], [1.28, 1.45, 0.50], [0.68, 0.02, -0.34], [0.50, 0.97, -0.13], [0.56, -0.62, 0.44], [0.21, 0.23, 0.10], [-0.17, -0.09, 0.49], [-0.12, -0.72, -0.63], [0.00, 0.13, -0.52], [0.51, -0.52, 0.44], [-0.68, -0.75, 0.46], [2.68, -1.33, -1.63], [0.21, -0.07, 0.14], [-0.35, -0.14, 0.77], [-1.15, -0.20, -0.15], [-0.70, 0.83, -1.34], [0.08, 1.16, -0.80], [0.25, -3.24, -1.10], [-0.11, 0.07, -0.71], [-0.19, 0.21, 0.68], [-0.24, 0.15, -0.13], [-1.36, 0.05, 0.51], [-0.50, 2.38, 0.34], [0.22, -0.40, -0.11], [-0.27, 0.29, 0.17], [0.68, -0.12, -0.21], [0.55, -0.35, -0.31], [-0.04, 0.78, 0.38], [-0.14, 0.08, -0.01], [0.51, -0.20, 0.28], [-0.02, -0.22, 0.73], [0.05, 0.67, 0.40], [-0.04, 0.34, 0.90], [-0.99, -0.18, 1.04], [1.34, 1.52, -1.84], [-0.49, -0.04, -0.24], [0.40, 0.86, -0.07], [-0.10, 0.09, -0.20], [0.14, -0.21, 0.25], [-0.16, -0.66, 0.33], [0.43, -0.35, 0.28], [-0.69, -0.65, 0.05], [-0.04, -0.44, -0.10], [-0.62, -0.84, -0.06], [0.24, 0.99, -0.47], [0.31, -0.24, 0.14], [0.11, 0.23, 0.81], [-0.53, 0.16, -0.70], [0.27, -0.47, 0.37], [1.30, -1.44, 0.44], [-0.45, 0.27, 0.22], [-0.82, 0.23, -0.46], [-0.40, 0.41, -0.14], [0.17, 0.52, -0.32], [0.03, -0.11, 0.36], [1.66, -1.07, -0.98], [-0.18, 0.02, 0.13], [-0.05, -0.07, 0.34], [-0.80, 0.83, -0.46], [-0.40, 0.27, 1.26], [-0.27, -0.18, -0.24], [-1.07, 0.76, -0.40], [0.17, -0.02, 1.26], [0.24, -0.02, -0.49], [0.52, -0.14, 0.46], [0.20, -0.68, 0.13], [0.01, 0.29, -0.46]], "lowdin_charge": [-0.1081, -0.1986, -0.2099, -0.2270, -0.0678, -0.1545, -0.1823, -0.2053, -0.1455, 0.1035, 0.0890, 0.0605, 0.1113, 0.1098, 0.1298, 0.0903, 0.1275, 0.1317, 0.0840, 0.1083, 0.0931, 0.0808, 0.0937, 0.1031, -0.0660, -0.2306, -0.1931, -0.1982, -0.0661, -0.1815, -0.1604, -0.2107, -0.1212, 0.0792, 0.0787, 0.0957, 0.1191, 0.1366, 0.1184, 0.1343, 0.1227, 0.1041, 0.1189, 0.0489, 0.1286, 0.0971, 0.0788, 0.0574, -0.1319, -0.2050, -0.1729, -0.2125, -0.0535, -0.2526, -0.1885, -0.2217, -0.1089, 0.0981, 0.0507, 0.0892, 0.0950, 0.1168, 0.1237, 0.1429, 0.1083, 0.1242, 0.1340, 0.1210, 0.1446, 0.0720, 0.0848, 0.0871, -0.1231, -0.2311, -0.2547, -0.1864, -0.0217, -0.1773, -0.2013, -0.1976, -0.1425, 0.0987, 0.0942, 0.0922, 0.1271, 0.1495, 0.1027, 0.1166, 0.0649, 0.0866, 0.1266, 0.0976, 0.1248, 0.0903, 0.1055, 0.0671, -0.1111, -0.1709, -0.2700, -0.1978, -0.0506, -0.2182, -0.2171, -0.1998, -0.0156, 0.0894, 0.0849, 0.0858, 0.1525, 0.0975, 0.1311, 0.1301, 0.0688, 0.1353, 0.1183, 0.1183, 0.0784, 0.0894, 0.0708, 0.0251, -0.1099, -0.1793, -0.2285, -0.0603, 0.0539, 0.0881, 0.1031, 0.1145, 0.1003, 0.0427, -0.1715, -0.1636, 0.0608, 0.0887, 0.0728, 0.0504, -0.1524, -0.1264, 0.0692, 0.0673, 0.0840, 0.0378, -0.1809, -0.1310, 0.0720, 0.0878, 0.0718, 0.0376, -0.1344, -0.1568, 0.0916, 0.0850, 0.0564, 0.0728]}